1.
This record from OMol25 describes 2 unconnected molecules or ions with the total composition C2H9N2O. The level of theory is wB97M-V/def2-TZVPD.

Each atom is followed by the atoms it is bonded to, with distances in Å.
Atoms and positions in Å:
1 C -1.270 0.653 0.070  C2 1.390, N4 1.301, H5 1.088
2 C -0.512 -0.140 -0.784  C1 1.390, N3 1.468, H6 1.087
3 N 0.921 0.100 -0.993  C2 1.468, H7 1.027, H8 1.056, H9 1.034
4 N -2.515 0.380 0.331  C1 1.301, H10 1.019, H11 1.019
5 H -0.874 1.529 0.578  C1 1.088
6 H -0.922 -0.855 -1.492  C2 1.087
7 H 1.229 0.989 -0.582  N3 1.027
8 H 1.425 -0.649 -0.446  N3 1.056
9 H 1.118 0.040 -2.006  N3 1.034
10 H -2.963 -0.486 0.036  N4 1.019
11 H -3.009 1.061 0.906  N4 1.019
12 H 2.450 -1.664 1.418  O14 0.973
13 H 2.536 -0.207 1.875  O14 0.967
14 O 2.385 -0.750 1.090  H12 0.973, H13 0.967

Its spin multiplicity is 2. For the energy relative to the best compared isomer or geometry (same formula, charge and spin), the calculation gives 5.9 kcal/mol. As for the expectation value of S²: 0.769. The calculated total energy comes out at -265.63127 Eh. As for the LUMO energy (alpha / beta): -8.81 / -12.48 eV. Its net charge is +2.

2.
This record from OMol25 describes 2 unconnected molecules or ions with the total composition C2H9N2O2. The level of theory is wB97M-V/def2-TZVPD.

Each atom is followed by the atoms it is bonded to, with distances in Å.
Atoms and positions in Å:
1 N -2.430 -0.058 -0.981  C2 1.489, H6 1.025, H7 1.017, H8 1.028
2 C -1.375 -0.722 -0.165  N1 1.489, C3 1.520, H9 1.086, H10 1.091
3 C -0.298 0.325 0.064  C2 1.520, N4 1.341, O5 1.213
4 N 0.767 -0.051 0.787  C3 1.341, H11 1.009, H12 1.022
5 O -0.531 1.450 -0.325  C3 1.213
6 H -2.700 0.834 -0.554  N1 1.025
7 H -3.237 -0.655 -1.144  N1 1.017
8 H -2.015 0.247 -1.871  N1 1.028
9 H -1.822 -1.133 0.735  C2 1.086
10 H -0.960 -1.551 -0.740  C2 1.091
11 H 0.821 -0.644 1.601  N4 1.009
12 H 1.455 0.696 0.899  N4 1.022
13 H 4.306 -0.316 0.370  O15 0.973
14 H 4.258 1.190 0.562  O15 0.964
15 O 3.761 0.388 0.761  H13 0.973, H14 0.964

For the energy relative to the best compared isomer or geometry (same formula, charge and spin), the calculation gives 21.4 kcal/mol. The calculated total energy comes out at -341.36596 Eh. As for the LUMO energy: -3.60 eV. Its net charge is +1.

3.
This record from OMol25 describes 2 unconnected molecules or ions with the total composition C2H9N2O2. The level of theory is wB97M-V/def2-TZVPD.

Each atom is followed by the atoms it is bonded to, with distances in Å.
Atoms and positions in Å:
1 N -1.772 -1.186 0.204  C2 1.470, H7 1.013, H8 1.013
2 C -0.394 -0.687 0.315  N1 1.470, C3 1.468, H9 1.089, H10 1.093
3 C -0.639 0.744 0.096  C2 1.468, N4 1.332, O5 1.251
4 N 0.155 1.537 -0.621  C3 1.332, H11 1.008, H12 1.010
5 O -1.734 1.086 0.597  C3 1.251, H6 1.160
6 H -2.091 0.019 0.877  O5 1.160
7 H -1.925 -2.101 0.610  N1 1.013
8 H -2.116 -1.135 -0.748  N1 1.013
9 H 0.179 -0.939 1.207  C2 1.089
10 H 0.191 -1.092 -0.514  C2 1.093
11 H 1.145 1.661 -0.474  N4 1.008
12 H -0.333 2.135 -1.273  N4 1.010
13 H 3.637 0.203 -0.630  O15 0.963
14 H 2.936 -0.282 0.623  O15 0.964
15 O 2.760 0.037 -0.269  H13 0.963, H14 0.964

For the energy relative to the best compared isomer or geometry (same formula, charge and spin), the calculation gives 44.7 kcal/mol. The calculated total energy comes out at -341.32896 Eh. As for the LUMO energy: -3.97 eV. Its net charge is +1.

4.
This record from OMol25 describes 2 unconnected molecules or ions with the total composition C2H9N2O2P. The level of theory is wB97M-V/def2-TZVPD.

Each atom is followed by the atoms it is bonded to, with distances in Å.
Atoms and positions in Å:
1 C 1.986 -0.496 0.124  C2 1.460, H8 1.048, H9 1.192, H10 1.035
2 C 0.775 -1.310 0.056  C1 1.460, H11 1.144, H12 1.051
3 N -0.276 1.600 -0.052  N4 1.376, H13 0.988, H14 0.986
4 N -0.805 0.408 0.385  N3 1.376, P7 1.685
5 O -2.348 -1.580 0.195  P7 1.648, H15 0.922
6 O -3.209 0.848 0.288  P7 1.737, H16 0.964
7 P -2.076 -0.147 -0.573  N4 1.685, O5 1.648, O6 1.737
8 H 2.819 -1.127 0.204  C1 1.048
9 H 2.196 0.041 -0.919  C1 1.192
10 H 1.975 0.171 0.915  C1 1.035
11 H 0.498 -1.950 -0.851  C2 1.144
12 H 0.358 -1.596 0.977  C2 1.051
13 H 0.510 1.866 0.485  N3 0.988
14 H -0.096 1.575 -1.022  N3 0.986
15 H -1.916 -1.722 0.997  O5 0.922
16 H -3.941 1.362 -0.071  O6 0.964

For the energy relative to the best compared isomer or geometry (same formula, charge and spin), the calculation gives 100.4 kcal/mol. The calculated total energy comes out at -682.84210 Eh. As for the LUMO energy (alpha / beta): 0.24 / 0.53 eV.